1.
This record from the OMol25 dataset describes 3 unconnected molecules or ions with the total composition C24H59ClN7O4P2 at a distorted geometry. The level of theory is the ωB97M-V functional and the def2-TZVPD basis.

Calculated values
net charge: +1
HOMO energy: -9.36 eV
Kohn-Sham gap: 0.21266 Eh
strongest force on any atom: 8.98 eV Å⁻¹
E_LUMO: -3.569 eV
E: -2776.26840 Eh

Structure (XYZ):
```
97
C24H59ClN7O4P2, DFT the ωB97M-V functional and the def2-TZVPD basis
Cl 0.2556 -0.5879 -3.5470
P 7.0395 -3.8633 -0.0757
P -7.1626 4.8604 0.8334
O -8.5754 4.9232 0.2031
O 6.0054 -2.7531 -0.3845
O -5.7732 -0.6687 -0.0932
O -2.1418 -2.4389 -2.4075
N 8.0545 -2.8075 0.7575
N -2.2867 0.4241 -1.3975
N 7.4403 -4.0626 -1.7327
N -7.0737 3.1847 0.6814
N 8.2284 -5.1395 0.2792
N -5.5383 4.7882 1.5579
N -7.7320 5.3984 2.3605
C -7.5155 2.1367 1.5663
C 7.6152 -2.3968 2.0900
C -3.7621 0.1346 -1.4513
C 3.3592 -0.2766 -0.5642
C 8.0081 -6.4323 -0.3675
C 9.5580 -5.0470 0.8493
C -0.6287 2.3358 -0.5679
C 0.9889 -0.0108 -1.9687
C 0.1720 -0.2235 -0.6026
C 9.1132 -1.9525 0.2835
C -7.8424 4.6195 3.5811
C -2.1553 1.7396 -0.5976
C -5.0224 6.0337 2.1242
C 6.3454 -3.8572 -2.6925
C -1.6241 -2.1457 -1.0745
C 8.6803 -3.6863 -2.3881
C -3.1876 -3.4735 -2.4067
C 2.4363 -0.8353 -1.7982
C -8.8506 6.3525 2.3345
C -4.4900 -0.2280 -0.0365
C -1.4226 -0.5772 -0.6774
C -4.7492 3.6453 1.9732
C 0.2826 1.2060 0.2598
C -6.8489 2.6636 -0.6659
H -7.0441 1.5924 -0.7520
H -8.9075 6.9318 3.2651
H -7.4875 3.1691 -1.3985
H 9.9598 -1.9930 0.9815
H 9.9468 -6.0315 1.1345
H 9.5699 -4.4735 1.7854
H 2.7795 -0.0271 0.4215
H -8.7096 3.9520 3.5583
H 1.3697 1.6406 0.2828
H 8.7333 -2.6075 -2.5653
H 8.7950 -0.9076 0.1886
H -3.9395 6.1266 1.9791
H -5.1430 3.1760 2.8773
H 5.4114 -4.2909 -2.3182
H -6.9387 4.0468 3.7911
H -3.9886 -0.1686 1.0424
H -4.0789 -0.7039 -2.2254
H -3.7101 3.9243 2.1835
H -2.3933 -2.6274 -0.2986
H 9.5594 -4.0147 -1.8329
H -9.8187 5.8463 2.1922
H -0.1983 2.5894 -1.6255
H 9.5436 -2.2503 -0.6684
H -2.8324 2.5903 -1.0909
H -5.8065 2.8304 -0.9562
H -7.9602 5.2741 4.4534
H -5.2312 6.1002 3.1970
H 2.1080 -1.9599 -1.5876
H 7.7551 -3.2228 2.7948
H -0.5899 -2.6936 -0.8387
H 4.1073 -1.1632 -0.2823
H 6.5489 -4.3567 -3.6485
H 1.3292 1.1219 -2.1338
H -4.6678 2.8874 1.1831
H -4.2848 1.1303 -1.8534
H -3.0429 -4.2954 -1.5843
H -8.4683 1.6966 1.2491
H -2.4677 1.5920 0.5449
H 6.9451 -6.5800 -0.5869
H 4.0344 0.5942 -0.9690
H -3.2073 -4.0327 -3.4607
H -0.6583 3.3435 0.0636
H 10.2775 -4.6087 0.1543
H -5.4730 6.9007 1.6290
H 8.3058 -7.2653 0.2805
H -4.2183 -2.9004 -2.2302
H -1.9822 0.6734 -2.3670
H 8.5692 -6.5097 -1.3046
H 8.1663 -1.5382 2.4800
H -1.7764 -0.5103 0.4656
H 6.1758 -2.7885 -2.8993
H 2.9868 -0.8062 -2.8571
H -7.6244 2.4370 2.6046
H 8.7726 -4.1798 -3.3633
H -8.7205 7.0852 1.5303
H 6.5532 -2.1282 2.0924
H -0.0936 1.0893 1.3723
H -6.7613 1.3394 1.5986
H 0.7212 -1.0276 0.0845
```

Atomic partial charges in e from the Mulliken method, atoms 1 to 5:
1 Cl -0.149
2 P 0.715
3 P 0.773
4 O -0.792
5 O -0.778


2.
This record from the OMol25 dataset describes 12 unconnected molecules or ions with the total composition C24H60Cl18O24P6 at a distorted geometry. The level of theory is the ωB97M-V functional and the def2-TZVPD basis.

Calculated values
net charge: 0
energy above the lowest of the compared OMol25 structures with the same formula, charge and spin: 0.0 kJ/mol
HOMO energy: -10.39 eV
SMILES: COP(=O)(OC)OC.COP(=O)(OC)OC.COP(=O)(OC)OC.COP(=O)(OC)OC.COP(=O)(OC)OC.COP(=O)(OC)OC.ClC(Cl)Cl.ClC(Cl)Cl.ClC(Cl)Cl.ClC(Cl)Cl.ClC(Cl)Cl.ClC(Cl)Cl
Kohn-Sham gap: 0.38674 Eh
strongest force on any atom: 2.67 eV Å⁻¹
E_LUMO: 0.135 eV
E: -13088.28395 Eh

Structure (XYZ):
```
132
C24H60Cl18O24P6, DFT the ωB97M-V functional and the def2-TZVPD basis
Cl 3.9045 2.8972 3.0558
Cl 0.2867 -1.6682 -7.2478
Cl 5.6467 2.7426 -0.4189
Cl 4.2757 5.2289 -1.0602
Cl 3.1096 -4.8552 5.7422
Cl -1.6905 -0.7584 -5.2787
Cl -5.5619 0.1142 -5.1013
Cl 0.7172 0.7851 -5.8182
Cl 1.9811 4.1783 4.7552
Cl -4.9015 0.3105 0.6029
Cl -5.7478 -1.6069 -2.6967
Cl 1.5899 -2.4816 4.7345
Cl 4.3729 -2.1670 5.7375
Cl 2.6505 1.4798 5.2573
Cl -3.8797 0.6973 -2.7717
Cl -5.8739 2.5103 2.3234
Cl -4.5909 3.0258 -0.2724
Cl 3.8724 2.9807 -2.8500
P -1.6078 5.1187 -3.7254
P -3.1811 -4.4320 5.1400
P -1.2184 -4.5287 -3.5286
P 3.8935 -5.0387 0.6974
P 2.7677 7.5335 2.6995
P 0.4851 1.0270 0.1684
O 4.6298 -5.5973 1.8275
O 0.1261 -5.0824 -3.3602
O 4.7783 -4.3148 -0.4179
O -2.2435 5.6869 -5.0729
O 3.4835 7.4311 4.1249
O -1.6226 -3.2439 -2.6816
O 1.6023 8.4047 2.5652
O 2.5363 5.9959 2.3135
O -3.5765 -5.7028 4.2290
O -1.0228 1.5963 0.2323
O -2.2852 -5.6303 -3.1166
O -0.0403 5.3527 -4.0169
O -1.5858 -4.4303 4.9998
O -3.8937 -3.2109 4.8315
O -1.8784 6.3134 -2.6567
O 0.2773 -0.5202 0.6323
O 4.0388 7.9374 1.8041
O 0.7029 0.9245 -1.4137
O 1.4845 1.7726 0.9154
O 2.9718 -6.0828 -0.1070
O -3.3484 -5.0235 6.6199
O -1.4898 -4.0354 -5.0459
O -2.0332 3.8148 -3.2323
O 2.8527 -3.8854 1.0996
C 4.2106 3.4678 -1.1506
C -3.5503 6.2806 -5.0254
C -0.4450 -0.7108 1.8678
C 6.1627 -4.6301 -0.5558
C 4.5462 6.4860 4.3198
C -1.3234 -4.9711 -6.1117
C -5.6090 1.9504 0.6485
C -4.7188 -0.5468 -3.7453
C 1.5107 5.6381 1.3961
C -3.2690 -4.0876 7.6947
C 0.0347 -0.8476 -5.7076
C -1.7658 6.0327 -1.2661
C -4.8259 -6.3556 4.3824
C -1.2080 2.9577 -0.1076
C -3.4562 -5.4576 -2.3405
C 3.4297 -7.3781 -0.4396
C -1.2224 -3.0833 -1.3209
C 0.5732 4.4150 -4.8991
C -0.2608 0.3581 -2.3000
C 2.3820 2.6381 3.9730
C 3.9129 8.8353 0.6966
C 1.9309 -3.3748 0.1391
C 3.1698 -3.2429 4.9821
C -0.9423 -4.6907 3.7501
H 3.5897 -3.4787 4.0125
H 3.6337 8.3354 -0.2312
H -0.9703 -4.4460 -6.9966
H -2.1924 6.9049 -0.7711
H -0.8032 0.2259 2.2914
H -1.8266 3.1059 -0.9920
H -3.2992 -3.0408 7.3932
H -4.2180 -6.1158 -2.7619
H -0.3072 -2.4919 -1.2861
H -4.5924 -7.4184 4.2596
H -3.4099 7.3589 -5.0332
H 6.3340 -4.8296 -1.6185
H -2.3176 -5.2974 -6.4364
H -1.1639 -3.9811 -0.7098
H -6.5684 1.7953 0.1729
H -0.4745 -3.7576 3.4402
H 0.2034 -1.2510 2.5541
H -3.9011 -4.4681 -2.4900
H -3.9871 -1.2647 -4.0927
H 2.9754 -7.7535 -1.3551
H 4.2995 5.6898 5.0203
H -4.0845 5.9884 -4.1210
H 3.3383 3.1141 -0.6119
H 1.0579 6.5370 0.9706
H -1.3182 -1.3218 1.6333
H 4.8324 9.4004 0.5597
H 0.5019 -1.2771 -4.8304
H -1.9755 -2.4073 -0.9080
H -0.7402 5.7832 -0.9952
H -0.0912 3.8364 -5.5483
H 0.2761 -0.4071 -2.8594
H 6.4959 -5.4859 0.0245
H 4.8292 5.9494 3.4158
H -1.1690 -0.0884 -1.8934
H -4.1436 -4.2195 8.3348
H -2.4508 5.2188 -1.0033
H 5.3682 7.0704 4.7236
H 0.7476 4.9956 1.8296
H 1.5135 2.3814 3.3801
H -0.7476 -5.8409 -5.8075
H 1.2580 4.9163 -5.5810
H 1.9384 5.1462 0.5225
H 1.1212 3.6544 -4.3390
H 3.1407 9.5500 0.9955
H -0.1276 -5.4035 3.8675
H -4.1973 5.9966 -5.8524
H 1.7927 -4.0910 -0.6742
H -3.2743 -5.6383 -1.2833
H -5.3546 -6.1865 5.3165
H -2.3987 -4.2731 8.3215
H 6.7406 -3.7244 -0.3674
H -1.8430 3.4320 0.6538
H -0.5932 1.1566 -2.9647
H 4.5165 -7.4254 -0.5056
H 3.1215 -8.1111 0.3109
H -0.3053 3.5680 -0.0541
H 2.3150 -2.4579 -0.3183
H -5.5063 -6.2063 3.5389
H -1.6256 -5.0488 2.9839
H 1.0065 -3.1491 0.6688
```

Atomic partial charges in e from the Mulliken method, atoms 1 to 5:
1 Cl -0.127
2 Cl -0.145
3 Cl -0.128
4 Cl -0.103
5 Cl -0.140


Q: Number 2 is which compound?
A: C24H60Cl18O24P6


Q: What is the formula in the first record?
A: C24H59ClN7O4P2


Q: E_LUMO of number 2 (C24H60Cl18O24P6)?
A: 0.135 eV